*P*
{"formula": "C3H7Cl3NPSi", "method": "ωB97M-V/def2-TZVPD", "multiplicity": 1, "homo_lumo_gap_ha": [0.2507, 0.2462], "homo_energy_ev": [-7.16, -7.15], "elements": ["C", "C", "C", "N", "Si", "P", "Cl", "Cl", "Cl", "H", "H", "H", "H", "H", "H", "H"], "xyz": [[1.13639, 1.89289, -0.02987], [0.50658, -0.61243, -2.18738], [-1.38031, 0.31549, 0.31137], [0.12972, -2.09703, 2.87003], [0.52564, 0.12591, -0.42309], [-0.04204, -2.57044, 1.45248], [-1.65025, 0.76506, 2.01018], [-2.10765, -1.31394, -0.04382], [-2.22233, 1.51858, -0.61183], [0.40200, 2.56671, -0.40449], [1.17890, 1.83195, 1.06636], [2.15714, 2.12950, -0.32923], [-0.04176, -1.49513, -2.11777], [0.02248, 0.28146, -2.74451], [1.60657, -0.67267, -2.51625], [-0.22109, -2.66590, 3.69782]]}

*Q*
{"formula": "C3H7Cl3NPSi", "method": "ωB97M-V/def2-TZVPD", "multiplicity": 1, "homo_lumo_gap_ha": [0.2318, 0.2316], "homo_energy_ev": [-8.14, -8.13], "elements": ["C", "C", "C", "N", "Si", "P", "Cl", "Cl", "Cl", "H", "H", "H", "H", "H", "H", "H"], "xyz": [[0.42370, -1.28992, -1.04725], [0.42475, 0.35558, 1.40225], [-3.22938, -0.19958, 0.03972], [-3.08144, 2.32758, -0.75899], [-0.37215, 0.37983, -0.33224], [-2.28593, 1.44969, 0.31062], [-2.25285, -1.42079, 0.77022], [-3.44244, -0.69928, -1.71202], [-4.82450, -0.19079, 0.77304], [0.10783, -1.51434, -2.05389], [1.46704, -1.27222, -1.21426], [0.22202, -2.01126, -0.36133], [0.22412, -0.56499, 1.87786], [1.57551, 0.46204, 1.43011], [0.04356, 1.03429, 2.02644], [-3.44459, 3.21181, -0.41922]]}

*P* ends up most stable, edging out the next structure by 0.0176 hartree.

*P*
{"formula": "C4H9O2", "method": "ωB97M-V/def2-TZVPD", "multiplicity": 1, "total_charge": -1, "homo_lumo_gap_ha": 0.2269, "smiles": "[O-]CCCCO", "homo_energy_ev": -2.33, "elements": ["O", "C", "C", "C", "C", "O", "H", "H", "H", "H", "H", "H", "H", "H", "H"], "xyz": [[-1.21643, -0.04280, -1.99054], [-0.46768, 0.92693, -1.57317], [0.93852, 0.39586, -0.77092], [0.82638, 0.45097, 0.72981], [-0.36087, -0.33601, 1.22324], [0.04935, -1.42819, 2.13562], [-0.90003, 1.61577, -0.75721], [-0.03018, 1.53833, -2.41671], [1.82842, 0.80099, -1.26271], [0.85480, -0.63866, -1.12597], [0.62548, 1.51029, 0.97720], [1.75324, 0.18330, 1.24164], [-1.07437, 0.15547, 1.87831], [-0.85834, -0.84646, 0.40016], [1.00156, -1.54064, 2.29276]]}

*Q*
{"formula": "C4H9O2", "method": "ωB97M-V/def2-TZVPD", "multiplicity": 1, "total_charge": -1, "homo_lumo_gap_ha": 0.2471, "homo_energy_ev": -3.20, "elements": ["C", "C", "C", "O", "C", "O", "H", "H", "H", "H", "H", "H", "H", "H", "H"], "xyz": [[0.21115, 0.21852, -0.24894], [-0.65324, 1.31398, -0.33249], [-0.97384, -0.08842, 0.86403], [-2.17561, -0.52175, 0.44537], [0.18759, -0.87134, -1.29593], [2.88545, -0.02957, 0.58598], [1.23792, 0.30461, 0.22110], [0.63320, -1.77719, -0.88221], [-1.60928, 1.26099, -0.83124], [-0.34348, 2.28596, 0.04267], [-0.45220, -0.92752, 1.36778], [-0.99521, 0.61114, 1.73243], [-0.84567, -1.12896, -1.54529], [0.73926, -0.59703, -2.19206], [3.27556, 0.64599, 0.00966]]}

*R*
{"formula": "C4H9O2", "method": "ωB97M-V/def2-TZVPD", "multiplicity": 1, "total_charge": -1, "homo_lumo_gap_ha": 0.2879, "smiles": "C[C@@H]([O-])CCO", "homo_energy_ev": -3.34, "elements": ["C", "C", "O", "C", "C", "O", "H", "H", "H", "H", "H", "H", "H", "H", "H"], "xyz": [[-1.15034, 1.69795, -0.50253], [0.01973, 0.81965, 0.15852], [0.07389, 0.94014, 1.42802], [-0.05667, -0.60179, -0.45560], [0.93029, -1.68008, 0.23586], [1.16873, -1.37955, 1.68409], [-2.07524, 1.28717, 0.02723], [-0.92081, 2.82569, -0.26065], [-1.24271, 1.51984, -1.57756], [0.88949, 1.17658, -0.55669], [-1.17505, -0.99405, -0.39969], [0.26027, -0.69049, -1.56034], [1.95829, -1.86373, -0.18301], [0.48499, -2.69945, 0.27794], [0.83515, -0.35788, 1.68441]]}

*R* ends up most stable, edging out the next structure by 0.0135 hartree.

*P*
{"formula": "CBr2F2N2O2", "method": "ωB97M-V/def2-TZVPD", "multiplicity": 1, "homo_lumo_gap_ha": [0.3227, 0.2187], "homo_energy_ev": [-11.41, -9.78], "elements": ["C", "N", "N", "O", "O", "F", "F", "Br", "Br"], "xyz": [[-0.54844, -0.24862, 0.00849], [-0.62838, 0.75180, -0.94302], [-0.16637, 0.18679, 1.40962], [0.27707, 1.30459, 1.60350], [-0.27420, -0.75196, 2.22763], [0.62597, 1.26882, -1.31513], [-1.20009, 0.41527, -2.14276], [-1.14090, -1.97059, -0.20865], [3.05536, -0.95610, -0.63966]]}

*Q*
{"formula": "CBr2F2N2O2", "method": "ωB97M-V/def2-TZVPD", "multiplicity": 1, "homo_lumo_gap_ha": 0.3151, "smiles": "O=[N+]([O-])C(Br)(Br)N(F)F", "homo_energy_ev": -10.79, "elements": ["O", "N", "O", "C", "Br", "Br", "N", "F", "F"], "xyz": [[0.51591, -0.99148, -1.81407], [0.28256, -0.04014, -1.10930], [0.81622, 1.04739, -1.14829], [-0.61194, -0.11209, 0.09495], [-1.43646, -1.81891, 0.27612], [-2.37170, 1.22227, -0.68748], [0.18740, 0.12356, 1.20046], [0.61677, 1.42072, 1.37600], [-0.25226, -0.23876, 2.45022]]}

*Q* ends up most stable, edging out the next structure by 0.0456 hartree.

*P*
{"formula": "C8H13N4", "method": "ωB97M-V/def2-TZVPD", "multiplicity": 1, "total_charge": 1, "homo_lumo_gap_ha": 0.3297, "smiles": "CN1CCN/C1=[NH+]\\n1cccc1", "homo_energy_ev": -11.87, "elements": ["C", "N", "C", "C", "N", "C", "N", "N", "C", "C", "C", "C", "H", "H", "H", "H", "H", "H", "H", "H", "H", "H", "H", "H", "H"], "xyz": [[2.91610, 0.81701, -0.02280], [1.81899, 0.36451, -0.83808], [1.73932, -0.06278, -2.22923], [0.28442, -0.45786, -2.49381], [-0.25597, -0.51415, -1.10543], [0.58850, 0.13266, -0.34312], [0.31894, 0.36052, 1.12443], [-0.97752, 0.05145, 1.46389], [-1.43453, -1.25053, 1.87592], [-2.82495, -1.07097, 1.99338], [-3.17158, 0.26984, 1.78724], [-2.01297, 0.90831, 1.49074], [3.16661, 0.00782, 0.72600], [3.67595, 1.05413, -0.70702], [2.52187, 1.68911, 0.61002], [2.39201, -0.95438, -2.30979], [2.20878, 0.57601, -2.89359], [-0.33137, 0.04270, -3.19926], [0.17031, -1.43738, -2.82233], [-1.22726, -0.37547, -1.03104], [0.77201, 1.14307, 1.45118], [-0.68140, -2.03125, 1.74801], [-3.63428, -1.80309, 2.14143], [-4.18476, 0.59624, 1.99144], [-1.83722, 1.94447, 1.59180]]}

*Q*
{"formula": "C8H13N4", "method": "ωB97M-V/def2-TZVPD", "multiplicity": 1, "total_charge": 1, "homo_lumo_gap_ha": [0.2646, 0.2646], "smiles": "C=C/C=C1/C=NNN1C=[N+](C)C", "homo_energy_ev": [-11.56, -11.56], "elements": ["C", "C", "C", "C", "C", "N", "N", "N", "C", "N", "C", "C", "H", "H", "H", "H", "H", "H", "H", "H", "H", "H", "H", "H", "H"], "xyz": [[2.10893, 0.97041, -1.77521], [1.13406, 1.85986, -1.96679], [-0.13755, 1.46330, -2.64957], [-0.94391, 0.43351, -2.28539], [-2.12242, -0.05864, -2.96619], [-2.72373, -0.85699, -2.15642], [-2.04932, -1.03563, -1.02826], [-0.93352, -0.14899, -0.97521], [-0.08975, -0.03005, 0.06384], [-0.28762, -0.74471, 1.20070], [0.78893, -0.69132, 2.19936], [-1.36672, -1.68002, 1.36855], [2.00374, 0.01036, -2.28734], [3.12011, 1.24788, -1.48257], [1.16215, 2.94475, -1.88272], [-0.35171, 1.92273, -3.69095], [-2.44411, -0.17059, -3.98496], [-2.40338, -1.30397, -0.07907], [0.73756, 0.53801, -0.14731], [1.75677, -0.98622, 1.90934], [0.92207, 0.36655, 2.46269], [0.44660, -1.18167, 3.10881], [-1.27154, -2.59105, 0.85361], [-1.18246, -2.03530, 2.34733], [-2.39829, -1.23409, 1.59253]]}

*R*
{"formula": "C8H13N4", "method": "ωB97M-V/def2-TZVPD", "multiplicity": 1, "total_charge": 1, "homo_lumo_gap_ha": 0.3013, "smiles": "C=N/[NH+]=c1/c(C)cc(C)nn1C", "homo_energy_ev": -12.87, "elements": ["C", "N", "N", "C", "C", "C", "C", "C", "C", "N", "N", "C", "H", "H", "H", "H", "H", "H", "H", "H", "H", "H", "H", "H", "H"], "xyz": [[3.99068, -0.43683, 0.37836], [2.78069, -0.57680, 0.11003], [1.95670, 0.36049, -0.28664], [0.35546, 0.05210, -0.19186], [-0.45042, 1.09336, 0.19738], [0.11456, 2.34994, 0.67562], [-1.79376, 0.85612, 0.45335], [-2.24221, -0.46665, 0.11978], [-3.71679, -0.77357, 0.14406], [-1.42188, -1.42558, -0.11810], [-0.13155, -1.21757, -0.26528], [0.73170, -2.35254, -0.53910], [4.40093, -1.37647, 0.73768], [4.43083, 0.54958, 0.33044], [2.14731, 1.28659, -0.58062], [-0.57302, 2.91939, 1.24709], [0.30280, 3.10021, -0.08355], [1.03160, 2.23600, 1.30696], [-2.55639, 1.49181, 0.80669], [-4.05971, -0.84303, 1.20834], [-3.94737, -1.74077, -0.37658], [-4.34830, 0.09712, -0.43260], [1.55982, -2.01461, -1.32638], [1.36078, -2.54031, 0.36994], [0.00095, -3.21216, -0.93537]]}

*P* ends up most stable, edging out the next structure by 0.0585 hartree.